Molecular formula: C50H49ClIMnN9O3SSi
Method: DFT, wB97M-V/def2-TZVPD

As for the net charge: -2. The spin multiplicity is 6. The orbital gap is 5.18 eV. The total energy is -5250.055130 Eh.

Structure (XYZ):
```
116
C50H49ClIMnN9O3SSi (wB97M-V/def2-TZVPD)
Mn 0.0702 -0.4796 0.2005
C -0.9435 0.0625 5.3078
C -0.8069 1.4218 5.9377
C -0.7456 1.5453 7.3221
C -0.6785 2.7831 7.9491
C -0.6700 3.9346 7.1786
C -0.7164 3.8406 5.7990
C -0.7861 2.5959 5.1660
N -0.9011 2.5755 3.7675
C -0.2704 1.6919 2.8904
N 0.9492 1.3200 3.3307
C 1.8521 0.3266 2.8800
C 1.5849 -0.5089 1.7880
C 2.5480 -1.5114 1.5946
C 3.7104 -1.6289 2.3412
C 3.9613 -0.7265 3.3606
C 3.0265 0.2508 3.6550
C 3.2940 1.2115 4.7923
N -0.8035 1.3706 1.7678
C -2.1016 1.8919 1.5704
C -3.2120 1.1964 2.0473
C -4.4933 1.6333 1.7588
C -4.6738 2.7858 1.0076
C -3.5692 3.5317 0.6220
C -2.2754 3.1211 0.9246
C -1.0782 3.9718 0.6138
H -1.3470 -0.6507 6.0262
H 0.0146 -0.3233 4.9533
H -1.6043 0.0969 4.4419
H -0.7854 0.6463 7.9265
H -0.6510 2.8444 9.0299
H -0.6209 4.9085 7.6507
H -0.7050 4.7324 5.1841
H -1.6328 3.1357 3.3596
H 1.1992 1.7533 4.2016
H 2.3864 -2.2345 0.8058
H 4.4274 -2.4142 2.1185
H 4.8791 -0.7848 3.9382
H 4.2846 1.0243 5.2072
H 2.5700 1.0974 5.6089
H 3.2662 2.2537 4.4571
H -3.0516 0.2687 2.5849
H -5.3474 1.0557 2.0946
H -5.6696 3.1071 0.7249
H -3.7033 4.4498 0.0623
H -1.3423 4.7780 -0.0678
H -0.3026 3.3749 0.1411
H -0.6570 4.4017 1.5299
N 0.3083 -0.6049 -7.9577
C -0.0012 -0.0185 -6.7169
C -1.2909 0.4425 -6.4545
C -1.5781 1.0678 -5.2516
C -0.5786 1.2322 -4.3093
C 0.7118 0.7905 -4.5619
C 0.9978 0.1658 -5.7633
S -0.8582 2.1279 -2.7870
O 0.3632 2.8671 -2.5844
O -2.0457 2.9399 -2.9680
N -0.9998 1.0326 -1.5954
C -2.1524 0.3233 -1.5830
N -2.3601 -0.4057 -0.4543
C -3.4668 -1.1190 -0.3893
C -4.4088 -1.1573 -1.4050
C -4.0925 -0.4258 -2.5346
N -2.9897 0.2903 -2.6460
H -0.4748 -1.0607 -8.3973
H 1.1184 -1.2035 -7.9238
H -2.0634 0.3126 -7.2060
H -2.5696 1.4312 -5.0188
H 1.4807 0.9488 -3.8139
H 2.0033 -0.1844 -5.9678
H -3.5997 -1.7019 0.5192
H -5.3139 -1.7423 -1.3241
H -4.7474 -0.4223 -3.4043
Cl -3.2988 -6.6372 -1.4098
C -2.4811 -5.3139 -0.5993
C -2.4151 -5.3260 0.7729
C -1.8048 -4.2663 1.4336
I -1.7607 -4.1791 3.5346
C -1.2320 -3.1586 0.7803
O -0.7417 -2.1667 1.4031
C -1.2552 -3.2201 -0.6688
N -0.6318 -2.2038 -1.3074
C -0.7237 -2.1383 -2.6169
C -1.4201 -3.0774 -3.3800
C -2.0032 -4.1555 -2.7635
C -1.9267 -4.2627 -1.3601
H -2.8521 -6.1452 1.3265
H -0.2257 -1.2949 -3.0841
H -1.4759 -2.9574 -4.4543
H -2.5299 -4.9077 -3.3344
C 2.5191 -2.2944 -3.9229
Si 2.6479 -2.1171 -2.0131
C 4.5156 -2.4215 -1.6891
C 1.8530 -3.7134 -1.3426
N 2.0447 -0.6925 -1.3037
C 2.7013 0.5025 -1.4649
C 2.4031 1.6281 -0.6536
C 3.0891 2.8179 -0.7509
C 4.1201 2.9800 -1.6726
C 4.4151 1.9178 -2.5126
C 3.7276 0.7181 -2.4218
H 2.6139 -3.3410 -4.2299
H 3.3027 -1.7255 -4.4320
H 1.5583 -1.9265 -4.2889
H 4.8467 -3.3397 -2.1860
H 4.7029 -2.5307 -0.6169
H 5.1455 -1.6031 -2.0427
H 2.6114 -4.4807 -1.1666
H 1.1226 -4.1234 -2.0460
H 1.3313 -3.5436 -0.4003
H 1.5962 1.5377 0.0584
H 2.8117 3.6441 -0.1040
H 4.6568 3.9185 -1.7510
H 5.1989 2.0235 -3.2581
H 3.9722 -0.0790 -3.1147
```

Results of the Mulliken charge analysis, in e, for atoms 1 through 4: 1.7756 -0.7574 1.5682 -0.8368

Molecular formula: C50H49N8O2RuS3
Method: DFT, wB97M-V/def2-TZVPD

As for the net charge: +2. The spin multiplicity is 6. The orbital gap (alpha / beta) is 4.45 / 6.16 eV. The total energy is -3811.880075 Eh.

Structure (XYZ):
```
113
C50H49N8O2RuS3 (wB97M-V/def2-TZVPD)
Ru -0.0329 -0.3060 -0.0224
N 1.8340 -0.3297 0.0696
S 3.2456 -0.2148 0.5755
N 3.4651 -0.5767 2.0941
S 3.0441 0.4556 3.2362
N 1.5618 0.9808 3.2724
S 0.2786 0.0404 3.2787
N -0.4771 -0.1477 2.0191
C 0.6873 -1.4992 4.0577
C 1.0361 -2.5422 3.2038
C 1.3861 -3.7598 3.7615
C 1.3661 -3.9308 5.1412
C 1.0040 -2.8843 5.9758
C 0.6648 -1.6504 5.4377
C -0.7157 0.8955 4.4842
C -0.2388 1.9908 5.1854
C -1.0892 2.6427 6.0748
C -2.3862 2.1889 6.2582
C -2.8512 1.0848 5.5486
C -2.0165 0.4336 4.6513
C 3.3992 -0.4777 4.6470
C 3.0698 0.1317 5.8723
C 3.5428 -0.4187 7.0439
C 4.3605 -1.5494 7.0192
C 4.7058 -2.1243 5.8035
C 4.2345 -1.6035 4.6079
C 3.9579 1.8987 3.1243
C 3.3803 3.1668 3.3569
C 4.2139 4.2508 3.5588
C 5.5995 4.1097 3.5414
C 6.1630 2.8461 3.3382
C 5.3683 1.7401 3.1395
C 4.2724 -1.4183 -0.1853
C 5.4012 -1.8965 0.4693
C 6.2135 -2.7984 -0.1995
C 5.8903 -3.2023 -1.4892
C 4.7534 -2.7166 -2.1222
C 3.9303 -1.8102 -1.4729
C 3.9159 1.3520 0.1108
C 5.2838 1.4858 -0.1005
C 5.7755 2.7317 -0.4566
C 4.9120 3.8076 -0.6006
C 3.5469 3.6490 -0.3920
C 3.0307 2.4152 -0.0350
H 1.0259 -2.3983 2.1311
H 1.6785 -4.5806 3.1188
H 1.6365 -4.8888 5.5668
H 0.9925 -3.0214 7.0490
H 0.4068 -0.8245 6.0869
H 0.7801 2.3212 5.0374
H -0.7275 3.4936 6.6382
H -3.0367 2.6879 6.9656
H -3.8565 0.7172 5.7131
H -2.3573 -0.4313 4.0938
H 2.4701 1.0348 5.8889
H 3.2879 0.0441 7.9891
H 4.7332 -1.9693 7.9437
H 5.3431 -2.9996 5.7841
H 4.4841 -2.0617 3.6616
H 2.3055 3.2835 3.3411
H 3.7776 5.2301 3.7153
H 6.2362 4.9693 3.7001
H 7.2395 2.7291 3.3408
H 5.8121 0.7580 3.0155
H 5.6241 -1.5820 1.4800
H 7.0948 -3.1916 0.2897
H 6.5308 -3.9057 -2.0055
H 4.5049 -3.0461 -3.1221
H 3.0330 -1.4260 -1.9395
H 5.9539 0.6434 0.0063
H 6.8370 2.8582 -0.6238
H 5.3058 4.7757 -0.8827
H 2.8755 4.4887 -0.5149
H 1.9694 2.2830 0.1197
N -2.1614 -0.0826 -0.2673
C -2.5591 1.3382 -0.4730
C -3.8551 1.6918 0.2311
C -3.7742 1.4656 1.7493
C -4.4961 2.5148 2.5936
N -4.0371 3.8823 2.3542
C -2.8510 4.3440 2.7399
N -2.4495 5.5528 2.3529
N -2.0920 3.6365 3.5774
C -1.4049 2.2552 -0.0508
O -1.6388 3.3858 0.3304
O -0.2187 1.7489 -0.2077
H -2.5945 -0.7044 -0.9423
H -2.4638 -0.3940 0.6553
H -2.6550 1.4964 -1.5482
H -4.6737 1.1023 -0.1883
H -4.0585 2.7356 -0.0084
H -2.7281 1.4094 2.0672
H -4.2252 0.5038 2.0080
H -4.3713 2.2906 3.6551
H -5.5674 2.5016 2.4042
H -4.5747 4.4604 1.7307
H -2.9477 6.0521 1.6368
H -1.5132 5.8624 2.5469
H -2.3128 2.6760 3.7823
H -1.1305 3.9014 3.7101
C -0.2111 -2.1897 -0.4488
C -0.3233 -3.3748 -0.7138
C -0.4588 -4.7598 -1.0586
C -0.2189 -5.1863 -2.3658
C -0.3506 -6.5264 -2.6882
C -0.7207 -7.4457 -1.7156
C -0.9650 -7.0249 -0.4145
C -0.8358 -5.6870 -0.0831
H 0.0700 -4.4644 -3.1187
H -0.1659 -6.8558 -3.7020
H -0.8232 -8.4918 -1.9733
H -1.2599 -7.7414 0.3407
H -1.0375 -5.3436 0.9236
```

Results of the Mulliken charge analysis, in e, for atoms 1 through 4: 0.3589 -0.5785 2.4131 0.0950

Molecular formula: C50H50ClN10O4
Method: DFT, wB97M-V/def2-TZVPD

As for the net charge: -1. The orbital gap is 9.75 eV. The total energy is -3243.720735 Eh.

Structure (XYZ):
```
115
C50H50ClN10O4 (wB97M-V/def2-TZVPD)
Cl 0.0476 -0.0067 1.2702
O 1.4074 0.1003 1.7555
O -0.2834 -1.4497 1.3969
O -0.7357 0.8232 2.1496
O -0.0872 0.3404 -0.1539
N -4.6298 -0.7903 -0.5827
C -5.1283 -1.3117 -1.6882
C -4.5279 -2.1339 -2.5205
C -3.2824 -2.6594 -2.1419
C -2.7118 -2.1553 -0.9590
C -3.4118 -1.1845 -0.2809
H -6.0831 -0.9054 -2.0003
H -4.9583 -2.5395 -3.3675
H -2.6938 -3.4377 -2.6012
H -1.6599 -2.4123 -0.6586
H -2.9047 -0.7241 0.5537
N 5.0717 4.7831 1.1991
C 3.7425 4.6091 1.2209
C 3.0851 3.5339 1.7100
C 3.7742 2.4768 2.2304
C 5.1747 2.5708 2.2261
C 5.7156 3.7322 1.7372
H 3.1251 5.2904 0.6906
H 1.9919 3.4478 1.6954
H 3.1847 1.7005 2.5506
H 5.9128 1.9903 2.7426
H 6.8190 3.7296 1.6827
N 1.6123 -1.3186 -3.1663
C 0.8412 -2.3645 -3.0193
C 1.2890 -3.6519 -2.9654
C 2.6811 -3.8666 -2.9593
C 3.5069 -2.7613 -3.0606
C 2.9328 -1.5074 -3.1650
H -0.2184 -2.0373 -2.9603
H 0.7120 -4.4982 -2.8348
H 3.0214 -4.8810 -2.9473
H 4.5854 -2.8482 -3.0043
H 3.5364 -0.6028 -3.2368
N 3.3310 1.5629 -2.3776
C 2.3271 1.8607 -1.5180
C 1.7378 3.1345 -1.4539
C 2.0404 4.0473 -2.5048
C 3.0347 3.6967 -3.4462
C 3.6947 2.5212 -3.2905
H 2.0312 1.1103 -0.8238
H 0.9101 3.1984 -0.7876
H 1.5173 5.0558 -2.5738
H 3.3654 4.4023 -4.1951
H 4.5764 2.3076 -3.8558
N -2.8988 2.9528 -3.8895
C -3.1920 1.7530 -3.3742
C -2.2215 0.8121 -3.0127
C -0.9013 1.0636 -3.2537
C -0.5917 2.2722 -3.8678
C -1.6035 3.1742 -4.1382
H -4.1583 1.4714 -3.1501
H -2.5718 -0.1473 -2.6776
H -0.1543 0.3097 -2.9775
H 0.4813 2.5279 -4.1093
H -1.4075 4.0538 -4.7501
N -3.8234 5.4698 -0.4545
C -3.1221 5.9677 0.5641
C -2.0671 5.2673 1.2172
C -1.7261 4.0085 0.7634
C -2.4263 3.4613 -0.3300
C -3.4172 4.2259 -0.9175
H -3.3838 6.9481 0.8830
H -1.4822 5.6922 2.0058
H -0.9909 3.4895 1.2655
H -2.0988 2.5322 -0.8131
H -3.9464 3.8800 -1.7771
N 4.7667 -3.2601 1.1025
C 3.8415 -2.2997 0.8043
C 4.0703 -1.0847 0.0790
C 5.3739 -0.8897 -0.2872
C 6.2894 -1.8506 0.0020
C 5.9509 -3.0038 0.6533
H 2.8228 -2.5341 1.1650
H 3.2613 -0.4735 -0.1706
H 5.5976 -0.0449 -0.9004
H 7.3656 -1.7027 -0.1743
H 6.6747 -3.7587 1.0031
N 0.5769 -7.4580 0.1428
C 1.5867 -6.7217 0.5640
C 1.4831 -5.3574 0.8291
C 0.2918 -4.6731 0.5031
C -0.7154 -5.4555 -0.0514
C -0.5997 -6.8360 -0.1088
H 2.5034 -7.2742 0.8258
H 2.2704 -4.7614 1.2896
H 0.1588 -3.5845 0.5487
H -1.6274 -4.9423 -0.3179
H -1.4448 -7.3749 -0.3872
N -7.5763 2.7639 3.1232
C -7.3257 3.6264 2.1809
C -6.4662 3.3246 1.1665
C -5.7946 2.1188 1.1786
C -6.0436 1.2047 2.1579
C -6.9916 1.5739 3.0461
H -7.8680 4.5825 2.3968
H -6.2398 4.0630 0.4473
H -5.1272 1.9513 0.3951
H -5.5723 0.2265 2.0482
H -7.1850 0.8670 3.8944
N 0.1774 -4.2349 6.1944
C -0.9689 -3.9673 5.5150
C -1.1161 -2.7887 4.7530
C -0.0577 -1.9513 4.6275
C 1.1109 -2.2180 5.2956
C 1.1969 -3.4140 6.0040
H -1.8065 -4.6366 5.6509
H -2.0965 -2.5802 4.2007
H -0.1846 -1.0144 4.0756
H 2.0053 -1.6775 5.1148
H 2.1150 -3.6424 6.5025
```

Results of the Mulliken charge analysis, in e, for atoms 1 through 4: 0.9656 -0.5743 -0.4134 -0.7080

Molecular formula: C50H50F3N7P2SbSe2Y
Method: DFT, wB97M-V/def2-TZVPD

As for the net charge: +2. The orbital gap is 6.97 eV. The total energy is -8382.071433 Eh.

Structure (XYZ):
```
116
C50H50F3N7P2SbSe2Y (wB97M-V/def2-TZVPD)
Y 0.1012 0.2389 -0.3580
N 1.7052 -1.2817 0.8958
C 1.2243 -1.4851 2.2941
C -0.2623 -1.7495 2.3223
N -1.0431 -0.5557 1.9131
C -0.9954 0.5083 2.9687
C -0.6069 1.8759 2.4246
N -1.1049 2.0747 1.0267
C -2.4670 -0.9348 1.6988
C -2.7640 -1.3852 0.2983
N -2.4441 -0.2786 -0.6505
H 1.7950 -2.1847 0.4396
H 2.6413 -0.8902 0.9261
H 1.4719 -0.5822 2.8490
H 1.7442 -2.3111 2.7757
H -0.5639 -2.0875 3.3184
H -0.5009 -2.5590 1.6281
H -0.2807 0.2393 3.7439
H -1.9649 0.5426 3.4631
H 0.4697 1.9587 2.3818
H -0.9713 2.6456 3.1024
H -0.8012 2.9939 0.7184
H -2.1176 2.1210 1.0383
H -3.0807 -0.0620 1.9203
H -2.7651 -1.7073 2.4135
H -3.8102 -1.6831 0.2342
H -2.1766 -2.2599 0.0253
H -3.0800 0.4938 -0.4801
H -2.6711 -0.5923 -1.5882
Se 6.3924 3.2585 -1.4461
P 4.9027 4.2594 -0.3529
C 4.2560 5.7511 -1.1320
C 2.9098 6.1037 -1.0760
C 2.4857 7.3243 -1.5925
C 3.4096 8.1968 -2.1522
C 4.7544 7.8452 -2.2126
C 5.1782 6.6229 -1.7107
C 5.4035 4.7776 1.2962
C 6.6606 4.4169 1.7617
C 7.0814 4.8428 3.0179
C 6.2452 5.6244 3.7986
C 4.9836 5.9888 3.3329
C 4.5638 5.5697 2.0820
C 3.4626 3.1665 -0.0477
C 2.6293 2.4536 -0.8813
N 1.8784 1.6525 -0.0865
N 2.2341 1.8749 1.1850
N 3.1664 2.7890 1.2311
P 2.4594 2.2412 -2.6450
Se 0.5933 1.1437 -3.0105
C 2.4416 3.7958 -3.5089
C 1.2307 4.4638 -3.7225
C 1.2298 5.6816 -4.3831
C 2.4263 6.2277 -4.8366
C 3.6262 5.5655 -4.6224
C 3.6423 4.3475 -3.9601
C 3.8172 1.2423 -3.2219
C 4.4669 0.3754 -2.3442
C 5.5383 -0.3810 -2.7902
C 5.9626 -0.2694 -4.1109
C 5.3000 0.5754 -4.9922
C 4.2229 1.3301 -4.5502
H 2.1872 5.4276 -0.6315
H 1.4374 7.5987 -1.5508
H 3.0822 9.1533 -2.5431
H 5.4752 8.5269 -2.6507
H 6.2232 6.3399 -1.7634
H 7.3069 3.8136 1.1362
H 8.0664 4.5692 3.3784
H 6.5768 5.9607 4.7738
H 4.3370 6.6090 3.9429
H 3.5881 5.8704 1.7168
H 0.2979 4.0339 -3.3874
H 0.2956 6.2024 -4.5528
H 2.4218 7.1746 -5.3646
H 4.5582 5.9969 -4.9675
H 4.5850 3.8519 -3.7604
H 4.1764 0.3285 -1.3025
H 6.0652 -1.0333 -2.1029
H 6.8221 -0.8355 -4.4520
H 5.6264 0.6554 -6.0229
H 3.7093 1.9888 -5.2413
F -1.6208 -0.6235 -8.0042
C -1.3439 -1.0178 -6.7594
C -2.1201 -0.5398 -5.7218
C -1.8122 -0.9487 -4.4317
C -0.7554 -1.8247 -4.1755
C -0.0067 -2.2930 -5.2555
C -0.2958 -1.8903 -6.5536
Sb -0.2304 -2.4506 -2.2106
C 1.5058 -3.5245 -2.6716
C 2.6852 -2.8095 -2.8994
C 3.8431 -3.4737 -3.2788
C 3.7973 -4.8487 -3.4135
F 4.9094 -5.4913 -3.7784
C 2.6511 -5.5846 -3.1893
C 1.4947 -4.9115 -2.8165
C -1.6558 -3.9873 -1.9822
C -1.5924 -4.8075 -0.8481
C -2.5015 -5.8370 -0.6565
C -3.4814 -6.0244 -1.6135
F -4.3635 -7.0085 -1.4363
C -3.5805 -5.2368 -2.7430
C -2.6576 -4.2121 -2.9285
H -2.9404 0.1354 -5.9319
H -2.4325 -0.5542 -3.6337
H 0.8158 -2.9794 -5.0993
H 0.2774 -2.2481 -7.3999
H 2.7122 -1.7272 -2.8135
H 4.7649 -2.9425 -3.4749
H 2.6713 -6.6603 -3.3140
H 0.5847 -5.4784 -2.6544
H -0.8139 -4.6665 -0.1027
H -2.4605 -6.4912 0.2065
H -4.3622 -5.4356 -3.4664
H -2.7219 -3.6086 -3.8243
```

Results of the Mulliken charge analysis, in e, for atoms 1 through 4: 0.3238 -0.4041 -0.7934 -0.7274